Record 1
Entry from OMol25: a 12-piece molecular cluster, C20H38Cl4F3N7O23 overall in a non-equilibrium geometry (ωB97M-V/def2-TZVPD).

Last column: Mulliken charge in e.
Element x y z (Å)
O 6.562 0.677 7.775  -0.509
C 6.093 0.432 6.687  0.638
O 4.990 0.960 6.168  -0.306
C 4.660 0.372 4.906  -0.355
C 5.625 -0.799 4.846  0.396
F 6.088 -0.831 3.631  -0.258
O 6.670 -0.525 5.778  -0.328
H 3.605 0.118 5.011  0.199
H 4.769 1.069 4.075  0.270
H 5.280 -1.780 5.172  0.253
O -3.023 0.985 -1.806  -0.505
C -2.181 0.787 -0.985  0.630
O -2.384 0.143 0.197  -0.315
C -1.224 -0.284 0.805  -0.283
C -0.238 -0.036 -0.323  0.194
F 0.010 -1.252 -0.922  -0.296
O -0.869 0.819 -1.231  -0.290
H -0.870 0.351 1.618  0.290
H -1.050 -1.332 1.046  0.283
H 0.739 0.390 -0.094  0.289
O 8.805 1.838 -0.663  -0.577
C 7.779 1.956 -1.375  0.638
O 7.853 1.978 -2.658  -0.284
C 6.542 2.448 -3.120  -0.509
C 5.645 1.690 -2.143  0.290
F 5.553 0.390 -2.528  -0.266
O 6.483 1.777 -0.933  -0.292
H 6.477 3.535 -3.068  0.323
H 6.300 2.137 -4.136  0.318
H 4.677 2.191 -2.117  0.358
C 3.762 -7.351 2.535  -0.735
N 2.825 -6.287 2.912  0.853
O 2.052 -6.012 2.025  -0.506
O 3.032 -5.665 3.981  -0.508
H 3.723 -7.314 1.447  0.323
H 3.437 -8.269 3.025  0.271
H 4.768 -7.101 2.870  0.302
C -1.772 5.863 4.708  -0.788
N -0.492 5.164 4.729  0.830
O -0.057 4.971 5.864  -0.484
O -0.124 4.675 3.629  -0.494
H -2.370 5.830 5.619  0.317
H -2.318 5.444 3.862  0.324
H -1.642 6.920 4.472  0.294
C -5.250 -4.045 -3.712  -0.704
N -5.497 -3.924 -2.243  0.884
O -5.388 -4.932 -1.557  -0.535
O -5.823 -2.872 -1.787  -0.502
H -5.509 -4.949 -4.263  0.287
H -4.167 -3.943 -3.772  0.295
H -5.761 -3.220 -4.210  0.276
C -0.388 0.301 8.751  -0.739
N -1.736 0.711 8.267  0.908
O -2.417 1.404 8.957  -0.518
O -1.981 0.410 7.107  -0.531
H -0.039 1.133 9.361  0.305
H 0.234 0.249 7.857  0.289
H -0.306 -0.662 9.256  0.286
C 1.423 -5.297 -4.662  -0.644
N 1.088 -4.389 -5.783  0.814
O -0.049 -4.080 -6.191  -0.518
O 2.072 -3.916 -6.341  -0.495
H 2.426 -5.043 -4.322  0.298
H 1.482 -6.323 -5.027  0.273
H 0.633 -5.042 -3.955  0.273
C -8.018 1.717 -5.498  -0.661
N -8.176 2.462 -4.168  0.768
O -7.544 3.567 -4.054  -0.480
O -8.751 1.938 -3.224  -0.473
H -8.782 0.962 -5.685  0.294
H -7.093 1.143 -5.552  0.268
H -8.124 2.415 -6.328  0.284
C -4.040 -4.660 4.533  -0.633
N -3.682 -4.771 5.987  0.821
O -4.555 -4.717 6.815  -0.491
O -2.478 -4.861 6.344  -0.515
H -3.214 -5.125 3.993  0.277
H -4.033 -3.593 4.310  0.267
H -4.975 -5.164 4.290  0.274
Cl 2.768 6.643 -1.426  -0.198
C 1.107 6.339 -2.102  -0.409
C 0.711 7.644 -2.772  -0.447
Cl 0.682 8.905 -1.443  -0.175
H 0.412 6.110 -1.294  0.310
H 1.137 5.548 -2.851  0.294
H -0.291 7.477 -3.166  0.294
H 1.348 7.931 -3.608  0.332
Cl -2.839 2.850 -8.116  -0.186
C -2.469 1.113 -8.056  -0.418
C -0.987 1.002 -8.508  -0.434
Cl 0.166 1.866 -7.467  -0.164
H -3.206 0.680 -8.733  0.266
H -2.760 0.595 -7.142  0.318
H -0.754 1.406 -9.493  0.307
H -0.795 -0.067 -8.605  0.311

Calculated values
frontier orbital gap	10.3	eV
maximum force	6.64	eV Å⁻¹
structure (SMILES)	O=C1OC[C@@H](F)O1.O=C1OC[C@@H](F)O1.O=C1OC[C@@H](F)O1.C[N+](=O)[O-].C[N+](=O)[O-].C[N+](=O)[O-].C[N+](=O)[O-].C[N+](=O)[O-].C[N+](=O)[O-].C[N+](=O)[O-].ClCCCl.ClCCCl
2S+1	1
calculated total energy	-137098.19069	eV
energy above the lowest of the compared OMol25 structures with the same formula, charge and spin	136.96	kcal/mol


Record 2
Entry from OMol25: one molecule with the formula C8H11NO5 in a non-equilibrium geometry (ωB97M-V/def2-TZVPD).

Last column: Mulliken charge in e.
Element x y z (Å)
C 4.760 -1.665 2.255  0.080
C 3.541 -1.743 2.207  -0.415
C 2.069 -1.779 2.278  -0.434
O 1.677 -0.938 1.175  -0.338
C 0.527 -0.220 1.339  0.504
O -0.081 -0.063 2.391  -0.644
N 0.107 0.340 0.165  -0.252
C -1.228 0.928 -0.006  0.642
C -1.179 2.461 -0.072  -0.766
O -0.209 2.818 -1.037  -0.580
C -1.970 0.407 -1.232  0.139
O -3.183 0.651 -1.302  -0.591
O -1.278 -0.383 -2.126  -0.329
C -2.123 -0.842 -3.218  -0.627
H 5.835 -1.554 2.248  0.398
H 1.759 -1.373 3.265  0.283
H 1.700 -2.805 2.115  0.278
H 0.510 -0.086 -0.665  0.301
H -1.846 0.666 0.855  0.435
H -2.163 2.892 -0.277  0.421
H -0.882 2.802 0.912  0.320
H 0.644 2.400 -0.800  0.353
H -1.575 -1.552 -3.863  0.233
H -2.958 -1.373 -2.766  0.308
H -2.452 0.012 -3.842  0.281

Calculated values
frontier orbital gap	10.7	eV
maximum force	3.02	eV Å⁻¹
structure (SMILES)	C#CCOC(=O)N[C@@H](CO)C(=O)OC
2S+1	1
calculated total energy	-20200.02057	eV
energy above the lowest of the compared OMol25 structures with the same formula, charge and spin	0.00	kcal/mol


Record 3
Entry from OMol25: a 12-piece molecular cluster, C5H37N2O11S overall in a non-equilibrium geometry (ωB97M-V/def2-TZVPD).

Last column: Mulliken charge in e.
Element x y z (Å)
N 0.352 -0.550 -0.864  1.334
C -0.943 -0.399 -0.155  1.879
C -2.114 -0.357 -1.245  -0.989
C -3.486 0.172 -0.884  -0.429
S -4.436 -1.201 0.055  -0.163
C -1.027 1.034 0.600  -1.599
N 0.311 1.640 0.871  0.257
C 0.384 2.538 2.003  -0.881
H 0.316 -0.053 -1.775  -0.199
H 1.065 -0.008 -0.335  0.112
H 0.649 -1.552 -0.912  -0.008
H -1.159 -1.098 0.663  -1.487
H -2.304 -1.320 -1.761  0.426
H -1.707 0.196 -2.078  0.425
H -3.346 0.993 -0.175  -0.026
H -4.114 0.513 -1.736  0.472
H -3.610 -1.561 1.025  0.068
H -1.502 1.749 -0.073  0.549
H -1.595 1.013 1.517  0.785
H 0.734 2.059 -0.001  0.080
H 0.527 1.955 2.900  0.192
H -0.522 3.160 2.259  0.282
H 1.383 3.130 1.935  0.323
H 1.235 -2.983 0.456  0.356
H 1.291 -3.415 -1.176  0.274
O 1.698 -3.013 -0.386  -0.653
H 3.974 0.767 -0.960  0.363
H 4.511 1.413 0.279  0.272
O 4.045 1.611 -0.521  -0.592
H -0.972 -1.781 3.040  0.354
H -2.304 -2.536 3.546  0.259
O -1.833 -2.044 2.910  -0.544
H 0.107 -0.092 4.151  0.323
H 1.013 -1.074 3.497  0.395
O 0.275 -1.017 4.204  -0.723
H 1.609 3.104 -1.680  0.267
H 2.374 1.843 -1.865  0.247
O 1.450 2.189 -1.733  -0.792
H 0.523 1.460 -3.020  0.364
H -0.305 2.081 -4.136  0.304
O 0.067 1.269 -3.848  -0.560
H 3.036 -0.857 2.534  0.261
H 2.577 0.347 1.749  0.201
O 2.223 -0.378 2.301  -0.566
H -0.364 -4.294 1.291  0.293
H -1.210 -3.028 1.430  0.283
O -0.506 -3.329 0.892  -0.633
H 3.278 -1.255 -1.104  0.283
H 2.827 -1.160 -2.616  0.238
O 2.952 -0.700 -1.825  -0.629
H -3.501 3.212 0.996  0.322
H -1.832 3.107 0.796  0.302
O -2.629 3.655 0.892  -0.670
H 0.622 -1.184 -4.307  0.286
H -0.464 -2.141 -3.977  0.278
O 0.378 -1.830 -3.644  -0.570

Calculated values
frontier orbital gap	8.7	eV
maximum force	5.00	eV Å⁻¹
net charge	+1
2S+1	1
calculated total energy	-42116.45968	eV
energy above the lowest of the compared OMol25 structures with the same formula, charge and spin	88.28	kcal/mol


Record 4
Entry from OMol25: a 2-piece molecular cluster, C3H9NO2 overall in a non-equilibrium geometry (ωB97M-V/def2-TZVPD).

Last column: Mulliken charge in e.
Element x y z (Å)
C 1.341 -0.782 2.433  -0.859
C 0.268 -0.713 1.299  0.675
O -0.008 -1.611 0.540  -0.555
O -0.202 0.503 1.291  -0.453
H 1.345 0.152 2.982  0.289
H 2.368 -0.870 2.086  0.264
H 1.131 -1.689 2.973  0.270
H -0.808 0.925 0.647  0.373
C -0.311 1.604 -2.991  -0.608
N -1.060 0.721 -2.039  -0.488
H 0.759 1.803 -2.780  0.249
H -0.852 2.539 -2.901  0.216
H -0.422 1.065 -3.965  0.240
H -1.711 0.069 -2.438  0.206
H -0.425 0.330 -1.366  0.178

Calculated values
frontier orbital gap	9.9	eV
maximum force	2.90	eV Å⁻¹
structure (SMILES)	CC(=O)O.CN
2S+1	1
calculated total energy	-8841.49785	eV
energy above the lowest of the compared OMol25 structures with the same formula, charge and spin	33.61	kcal/mol


Record 5
Entry from OMol25: a 2-piece molecular cluster, C4H14N4 overall in a non-equilibrium geometry (ωB97M-V/def2-TZVPD).

Last column: Mulliken charge in e.
Element x y z (Å)
H 0.538 -1.089 -2.062  0.176
N -0.047 -0.531 -1.446  -0.748
C -0.077 -0.845 -0.198  0.868
C -1.376 -1.023 0.537  -1.382
N 1.028 -1.489 0.361  -0.208
C 1.051 -2.238 1.593  -0.930
H -1.734 -2.050 0.481  0.386
H -1.268 -0.765 1.590  0.337
H -2.113 -0.357 0.098  0.400
H 1.788 -1.665 -0.282  0.247
H 0.162 -2.857 1.724  0.308
H 1.136 -1.576 2.461  0.268
H 1.897 -2.924 1.584  0.326
C 0.920 2.370 -0.566  -0.733
N -0.565 2.182 -0.133  -0.213
N -1.567 1.890 -1.089  -0.585
H 0.904 2.729 -1.594  0.247
H 1.284 3.172 0.073  0.338
H 1.620 1.528 -0.522  0.201
H -0.770 1.871 0.810  0.207
H -1.573 2.605 -1.813  0.292
H -1.238 1.060 -1.607  0.197

Calculated values
frontier orbital gap	8.6	eV
maximum force	3.56	eV Å⁻¹
structure (SMILES)	[H]/N=C(/C)NC.CNN
2S+1	1
calculated total energy	-10333.11135	eV
energy above the lowest of the compared OMol25 structures with the same formula, charge and spin	62.10	kcal/mol


Record 6
Entry from OMol25: C42H41NO2P2PbS2 as an isolated structure in a non-equilibrium geometry (ωB97M-V/def2-TZVPD).

Last column: Mulliken charge in e.
Element x y z (Å)
Pb 1.635 -0.127 -0.703  1.218
C -0.807 2.147 -3.654  -0.242
C -1.788 2.163 -2.736  -0.344
C -3.205 1.798 -3.029  -0.920
C -3.379 0.496 -3.849  -1.337
C -2.382 -0.565 -3.469  -0.038
C -1.118 -0.692 -3.875  0.195
C -0.594 0.046 -5.062  -0.983
C -0.873 1.569 -5.033  -1.051
C 1.135 -1.149 1.305  -1.471
H 0.129 2.713 -3.506  0.480
H -1.669 2.665 -1.772  0.743
H -3.685 2.643 -3.554  0.550
H -3.737 1.693 -2.074  0.088
H -4.399 0.130 -3.634  0.560
H -3.329 0.750 -4.915  0.260
H -2.847 -1.321 -2.839  0.778
H -0.484 -1.491 -3.463  -0.138
H -1.006 -0.345 -6.007  0.357
H 0.491 -0.117 -5.091  0.313
H -0.073 2.063 -5.611  0.470
H -1.831 1.830 -5.512  0.376
H 2.138 -1.340 1.756  0.624
H 0.548 -2.100 1.163  0.357
H 0.589 -0.488 1.989  0.554
P -0.571 1.382 0.368  0.637
P -0.569 -2.451 -0.455  0.800
C -1.757 0.243 -0.330  -0.030
C -1.705 -1.105 -0.674  -1.276
C -1.510 2.590 1.347  0.021
C -2.763 3.043 0.897  -0.008
C -3.518 3.887 1.716  -0.953
C -3.018 4.282 2.964  -0.537
C -1.723 3.915 3.363  -0.696
C -0.961 3.074 2.551  -0.033
C 0.361 2.446 -0.872  0.396
C 1.332 1.915 -1.838  -0.483
C 2.420 2.744 -2.214  -0.575
C 2.309 4.114 -2.048  -0.710
C 1.191 4.660 -1.418  -0.858
C 0.265 3.839 -0.771  -0.182
C -1.412 -3.773 0.400  0.421
C -2.249 -3.451 1.496  -0.468
C -2.892 -4.480 2.185  -0.750
C -2.689 -5.814 1.798  -0.463
C -1.819 -6.133 0.742  -0.759
C -1.165 -5.118 0.046  -0.445
C 0.663 -3.230 -1.571  0.466
C 2.030 -3.242 -1.181  -0.974
C 3.035 -3.281 -2.156  -0.514
C 2.699 -3.571 -3.482  -0.571
C 1.366 -3.834 -3.817  -0.513
C 0.343 -3.702 -2.868  -0.188
H -2.793 0.621 -0.235  0.649
H -2.697 -1.529 -0.937  1.147
H -3.158 2.733 -0.073  0.143
H -4.512 4.209 1.397  0.439
H -3.644 4.862 3.649  0.400
H -1.318 4.249 4.321  0.447
H 0.047 2.763 2.835  0.299
H 1.006 1.142 -2.611  0.269
H 3.300 2.297 -2.672  0.517
H 3.118 4.766 -2.375  0.486
H 1.074 5.736 -1.341  0.486
H -0.533 4.296 -0.175  0.454
H -2.370 -2.413 1.806  0.367
H -3.539 -4.237 3.026  0.420
H -3.200 -6.611 2.340  0.409
H -1.643 -7.173 0.465  0.429
H -0.457 -5.363 -0.753  0.331
H 2.296 -3.162 -0.120  0.721
H 4.069 -3.036 -1.881  0.520
H 3.494 -3.572 -4.243  0.437
H 1.116 -4.108 -4.843  0.449
H -0.690 -3.921 -3.148  0.457
O 5.990 -1.250 4.166  -0.616
S 4.548 -1.297 4.138  1.095
O 3.880 -2.575 4.248  -0.606
N 3.917 -0.439 2.844  -0.634
C 3.229 0.662 3.156  0.682
S 2.509 1.487 1.874  -0.242
C 3.149 0.885 4.621  0.328
C 2.446 1.820 5.397  -0.483
C 2.388 1.662 6.793  -0.585
C 3.072 0.612 7.432  -0.488
C 3.821 -0.292 6.671  -0.664
C 3.851 -0.124 5.292  0.159
H 1.962 2.664 4.898  0.427
H 1.787 2.354 7.395  0.378
H 2.991 0.491 8.516  0.393
H 4.346 -1.129 7.121  0.426

Calculated values
frontier orbital gap (spin up / spin down)	4.9 / 4.4	eV
maximum force	3.70	eV Å⁻¹
net charge	+2
2S+1	1
calculated total energy	-95274.33012	eV
energy above the lowest of the compared OMol25 structures with the same formula, charge and spin	99.67	kcal/mol


Record 7
Entry from OMol25: a 2-piece molecular cluster, C3H6N overall in a non-equilibrium geometry (ωB97M-V/def2-TZVPD).

Last column: Mulliken charge in e.
Element x y z (Å)
C -1.536 0.687 -2.612  -0.133
C -0.914 0.122 -1.742  -0.177
C 0.715 -0.497 -0.142  -0.783
N 0.235 0.094 1.089  -0.333
H -2.338 1.084 -3.038  0.430
H 1.611 -0.147 -0.561  0.395
H 0.516 -1.438 -0.276  0.432
H 1.131 0.240 1.629  0.391
H -0.458 -0.561 1.512  0.369
H -0.134 1.162 0.929  0.408

Calculated values
frontier orbital gap (spin up / spin down)	8.5 / 7.8	eV
maximum force	5.18	eV Å⁻¹
net charge	+1
<S²>	2.009
2S+1	3
calculated total energy	-4682.48629	eV
energy above the lowest of the compared OMol25 structures with the same formula, charge and spin	63.09	kcal/mol


Record 8
Entry from OMol25: C41H38BrIN2O5PRuS as an isolated structure in a non-equilibrium geometry (ωB97M-V/def2-TZVPD).

Last column: Mulliken charge in e.
Element x y z (Å)
Ru 0.391 -0.152 -0.239  -0.931
I 2.461 0.845 1.161  0.331
C 1.183 1.687 2.562  0.537
C 1.674 2.264 3.682  -0.573
C 0.775 2.842 4.606  -0.830
C -0.562 2.818 4.361  -1.037
C -1.087 2.208 3.191  0.836
C -2.483 2.169 2.960  -1.282
C -2.973 1.554 1.848  -0.992
C -2.090 0.959 0.927  0.468
C -0.738 0.985 1.096  1.327
C -0.198 1.617 2.251  0.364
H 2.741 2.282 3.877  0.467
H 1.164 3.301 5.508  0.405
H -1.257 3.259 5.067  0.443
H -3.146 2.623 3.688  0.452
H -4.041 1.508 1.668  0.546
H -2.518 0.441 0.073  0.122
O 1.663 -1.973 -0.551  -0.636
S 2.329 -1.421 -1.769  0.997
O 3.742 -1.531 -1.863  -0.687
O 1.800 -0.007 -1.828  -0.494
C 1.548 -2.203 -3.123  0.403
C 2.310 -2.694 -4.167  -0.527
C 1.670 -3.283 -5.247  -0.697
C 0.285 -3.365 -5.265  -0.814
C -0.469 -2.858 -4.212  -0.114
C 0.150 -2.268 -3.117  -1.264
P -0.897 -1.676 -1.727  2.980
C -2.331 -1.028 -2.637  0.271
C -3.625 -1.521 -2.487  -0.555
C -4.661 -1.005 -3.257  -0.763
C -4.412 -0.007 -4.188  -0.706
C -3.120 0.480 -4.354  -0.597
C -2.086 -0.022 -3.579  -0.415
C -1.428 -3.187 -0.904  0.585
C -0.842 -4.413 -1.215  -0.920
C -1.236 -5.560 -0.541  -0.816
C -2.215 -5.491 0.438  -0.953
C -2.791 -4.268 0.761  -0.864
C -2.390 -3.118 0.103  0.070
H 3.391 -2.617 -4.121  0.576
H 2.255 -3.677 -6.070  0.430
H -0.220 -3.829 -6.103  0.458
H -1.548 -2.935 -4.248  0.577
H -3.829 -2.320 -1.788  0.494
H -5.662 -1.398 -3.136  0.465
H -5.221 0.384 -4.794  0.426
H -2.916 1.246 -5.094  0.514
H -1.076 0.345 -3.731  0.370
H -0.072 -4.478 -1.973  0.371
H -0.772 -6.509 -0.784  0.455
H -2.524 -6.388 0.961  0.429
H -3.536 -4.207 1.545  0.491
H -2.808 -2.161 0.395  0.291
Br -3.318 -4.630 6.337  -0.177
C -2.211 -3.731 5.097  0.048
C -2.738 -2.692 4.349  -0.849
C -1.930 -2.055 3.417  0.159
C -0.605 -2.437 3.258  0.472
C -0.083 -3.455 4.041  -0.581
C -0.890 -4.122 4.954  -0.597
C 0.297 -1.735 2.287  -0.858
O 1.476 -1.600 2.514  -0.553
O -0.322 -1.348 1.162  1.524
H -3.767 -2.388 4.494  0.474
H -2.327 -1.247 2.816  0.346
H 0.960 -3.725 3.927  0.504
H -0.496 -4.930 5.555  0.465
C -0.132 5.828 -2.727  -1.077
C -0.226 4.462 -3.389  -0.871
N -0.738 3.400 -2.502  0.520
C -2.182 3.429 -2.213  -0.389
C -2.500 3.993 -0.831  -0.786
C 0.083 2.519 -1.902  0.409
C 1.557 2.782 -1.952  -1.691
N -0.385 1.440 -1.324  1.444
H 0.297 6.552 -3.423  0.422
H 0.496 5.795 -1.835  0.248
H -1.118 6.195 -2.433  0.299
H 0.738 4.158 -3.785  0.465
H -0.898 4.509 -4.244  0.446
H -2.617 2.439 -2.343  -0.190
H -2.640 4.048 -2.983  0.542
H -1.936 3.477 -0.053  -0.061
H -3.563 3.874 -0.612  0.433
H -2.259 5.055 -0.777  0.336
H 1.964 2.437 -2.904  0.355
H 2.057 2.232 -1.169  -0.146
H 1.774 3.842 -1.835  0.560
H -1.379 1.328 -1.447  -1.129

Calculated values
frontier orbital gap	7.1	eV
maximum force	1.44	eV Å⁻¹
net charge	+1
2S+1	1
calculated total energy	-157196.31949	eV
energy above the lowest of the compared OMol25 structures with the same formula, charge and spin	2.45	kcal/mol